Entry from OMol25: a 7-piece molecular cluster, C7H19Cl4N5O10 overall at a distorted geometry (ωB97M-V/def2-TZVPD).

Calculated values
Kohn-Sham gap	10.22	eV
LUMO energy	-0.019	Eh
molecular weight	475.07	g/mol
HOMO energy	-10.7352	eV
ΔE to the lowest compared entry with this formula, charge and spin	12.7	kcal/mol

Geometry as ORCA input:
```
! RIJCOSX wB97M-V def2-TZVPD def2/J DEFGRID3
* xyz 0 1
C 14.863 11.459 -14.090
N 16.253 11.082 -14.429
O 16.781 11.629 -15.367
O 16.775 10.266 -13.721
H 14.924 12.027 -13.168
H 14.286 10.550 -13.969
H 14.451 12.051 -14.896
C 13.877 6.967 -13.465
N 13.746 7.723 -12.196
O 13.190 7.186 -11.285
O 14.187 8.853 -12.174
H 14.777 7.274 -13.979
H 12.995 7.206 -14.057
H 13.859 5.906 -13.244
C 9.591 9.211 -14.733
N 9.246 8.598 -13.414
O 8.514 9.213 -12.688
O 9.718 7.507 -13.183
H 9.138 10.194 -14.763
H 9.097 8.582 -15.473
H 10.665 9.169 -14.854
C 14.288 12.213 -22.647
N 13.583 13.186 -21.776
O 13.365 14.283 -22.212
O 13.256 12.801 -20.672
H 14.624 11.400 -22.016
H 15.067 12.748 -23.175
H 13.577 11.850 -23.387
C 11.409 10.940 -17.117
N 12.728 10.427 -16.665
O 12.755 9.401 -16.029
O 13.705 11.095 -16.950
H 11.149 11.787 -16.483
H 10.647 10.181 -17.038
H 11.527 11.320 -18.123
Cl 16.447 9.564 -20.809
C 15.930 10.256 -19.245
Cl 16.529 9.266 -17.919
H 16.334 11.255 -19.184
H 14.855 10.237 -19.201
Cl 8.822 10.240 -19.217
C 7.563 10.910 -20.252
Cl 8.009 12.524 -20.853
H 7.439 10.259 -21.104
H 6.652 11.029 -19.687
*
```



Entry from OMol25: C24H31BrN2OPtS as an isolated structure at a distorted geometry (ωB97M-V/def2-TZVPD).

Calculated values
Kohn-Sham gap (alpha / beta)	5.42 / 5.41	eV
LUMO energy (alpha / beta)	-0.043 / -0.043	Eh
molecular weight	670.57	g/mol
HOMO energy (alpha / beta)	-6.5784 / -6.5771	eV
ΔE to the lowest compared entry with this formula, charge and spin	59.1	kcal/mol

Geometry as ORCA input:
```
! RIJCOSX wB97M-V def2-TZVPD def2/J DEFGRID3
* xyz 0 1
Pt -0.244 -2.141 -1.537
C -0.467 1.890 5.083
C -0.468 2.792 3.846
C 0.785 3.677 3.899
C -1.726 3.671 3.892
C -0.481 1.996 2.548
C -0.537 0.612 2.521
C -0.564 -0.039 1.309
Br -0.737 -1.955 1.336
C -0.495 0.594 0.047
O -0.455 -0.051 -1.055
C -0.486 2.026 0.084
C -0.479 2.652 1.316
C -0.489 2.902 -1.168
C -0.496 2.130 -2.490
C 0.763 3.796 -1.165
C -1.736 3.805 -1.163
H -0.464 2.502 5.983
H 0.416 1.256 5.107
H -1.353 1.260 5.112
H 0.819 4.216 4.844
H 0.784 4.407 3.095
H 1.684 3.072 3.812
H -1.774 4.210 4.836
H -2.618 3.057 3.793
H -1.720 4.399 3.086
H -0.565 0.019 3.422
H -0.470 3.732 1.320
H 0.372 1.482 -2.578
H -0.477 2.841 -3.318
H -1.393 1.522 -2.587
H 1.663 3.186 -1.180
H 0.797 4.442 -0.290
H 0.762 4.429 -2.052
H -2.642 3.203 -1.184
H -1.727 4.438 -2.050
H -1.769 4.449 -0.288
C 1.577 -2.859 -1.913
C 2.912 -2.637 -1.773
C 3.871 -2.930 -2.795
C 5.203 -2.676 -2.614
C 5.674 -2.123 -1.425
C 4.771 -1.834 -0.403
C 3.435 -2.088 -0.552
H 3.508 -3.350 -3.721
H 5.907 -2.903 -3.403
H 6.725 -1.918 -1.298
H 5.136 -1.402 0.518
H 2.729 -1.861 0.233
S -2.518 -2.169 -2.374
C -2.577 -3.854 -2.272
N -2.740 -4.646 -3.351
C -2.944 -6.030 -3.003
C -2.898 -6.004 -1.461
N -2.747 -4.597 -1.155
H -2.597 -4.321 -4.289
H -2.162 -6.667 -3.428
H -3.915 -6.369 -3.379
H -2.062 -6.591 -1.069
H -3.827 -6.378 -1.020
H -2.473 -4.275 -0.241
*
```



Entry from OMol25: C7H10I2O3S as an isolated structure (ωB97M-V/def2-TZVPD).

Calculated values
Kohn-Sham gap	9.09	eV
LUMO energy	0.000	Eh
molecular weight	428.03	g/mol
HOMO energy	-9.0805	eV
ΔE to the lowest compared entry with this formula, charge and spin	0.0	kcal/mol

Geometry as ORCA input:
```
! RIJCOSX wB97M-V def2-TZVPD def2/J DEFGRID3
* xyz 0 1
C -0.623 -1.189 2.259
C -1.523 0.013 2.115
I -2.923 0.175 3.651
C -1.461 0.870 1.105
I -2.736 2.510 0.901
C -0.477 0.752 -0.039
C -0.734 -0.459 -0.931
C 0.524 -0.942 -1.671
C 1.553 0.145 -1.966
S 1.989 1.137 -0.553
O 3.212 0.664 0.012
O 1.809 2.516 -0.888
O 0.868 0.716 0.493
H 0.397 -0.934 1.989
H -0.969 -2.013 1.630
H -0.629 -1.550 3.283
H -0.565 1.655 -0.641
H -1.142 -1.294 -0.360
H -1.510 -0.169 -1.642
H 0.997 -1.750 -1.115
H 0.208 -1.366 -2.625
H 1.231 0.817 -2.758
H 2.504 -0.302 -2.251
*
```